1.
Below is C17H33NO3P2W as an isolated structure in a non-equilibrium geometry, with properties calculated with ωB97M-V/def2-TZVPD.

Its expectation value of S² is 2.03. Its HOMO energy (alpha / beta) is -0.191 / -0.241 Ha. The spin multiplicity is 3. The orbital gap (alpha / beta) is 5.65 / 6.97 eV. The LUMO energy (alpha / beta) is 0.463 / 0.409 eV. The max |F| comes out at 2.22 eV Å⁻¹. Its charge is 0.

Element x y z (Å)
W 0.020 0.144 0.145
P 2.602 -0.133 -0.176
P -2.585 0.151 0.181
N -0.022 0.936 -1.578
H 1.302 -2.416 2.123
C 3.184 -1.637 -1.021
H 4.285 -1.676 -1.047
H 2.799 -1.656 -2.050
H 2.804 -2.525 -0.492
C 3.526 -0.088 1.387
H 4.602 -0.195 1.182
H 3.205 -0.911 2.041
H 3.351 0.864 1.907
C 3.244 1.281 -1.133
H 4.344 1.302 -1.091
H 2.850 2.220 -0.722
H 2.913 1.204 -2.178
C -3.486 -1.265 -0.517
H -4.574 -1.137 -0.402
H -3.171 -2.189 -0.008
H -3.246 -1.363 -1.584
C -3.076 0.252 1.924
H -4.173 0.286 1.996
H -2.654 1.157 2.382
H -2.700 -0.623 2.472
C -3.215 1.655 -0.617
H -4.293 1.760 -0.430
H -3.023 1.600 -1.698
H -2.683 2.531 -0.222
C -0.029 1.764 -2.621
C 0.023 2.174 -5.028
C -0.022 1.277 -3.970
C -0.018 3.180 -2.403
C 0.022 4.053 -3.479
C 0.043 3.559 -4.796
H 0.040 1.795 -6.052
H -0.048 0.199 -4.121
H -0.035 3.538 -1.372
H 0.036 5.129 -3.287
H 0.071 4.249 -5.641
C 0.238 -2.616 1.895
O -0.221 -1.586 1.016
C 0.152 -3.980 1.209
H -0.087 -4.754 1.961
H 1.118 -4.255 0.760
H -0.625 -4.001 0.430
C -0.531 -2.569 3.207
H -1.521 -3.038 3.100
H -0.671 -1.534 3.552
H 0.019 -3.129 3.986
C 1.013 0.749 3.774
C 0.417 1.805 2.889
O 0.113 2.902 3.327
O 0.226 1.471 1.578
H 0.361 0.637 4.654
H 1.980 1.121 4.153
H 1.161 -0.235 3.313

Results of the natural (NBO) charge analysis, in e, for atoms 1 through 6: number 1, W, carries 1.3715; number 2, P, carries 0.9896; number 3, P, carries 0.9976; number 4, N, carries -0.8103; number 5, H, carries 0.1399; number 6, C, carries -0.9442



2.
Below is C17H34CaNPSi as an isolated structure in a non-equilibrium geometry, with properties calculated with ωB97M-V/def2-TZVPD.

Its HOMO energy is -0.257 Ha. The spin multiplicity is 1. The orbital gap is 7.11 eV. The LUMO energy is 0.105 eV. The max |F| comes out at 2.28 eV Å⁻¹. Its charge is 0.

Element x y z (Å)
C 0.174 -4.723 1.556
C 1.359 -4.001 1.355
C 1.331 -2.759 0.649
C 0.136 -2.392 0.051
C -1.044 -3.051 0.311
C -1.040 -4.231 1.073
C 2.583 -1.853 0.695
C 2.985 -0.861 -0.423
N 2.662 -1.262 -1.791
Ca 0.609 -0.038 0.096
C -2.299 -2.350 -0.157
P -1.799 -0.958 -1.277
H 2.295 -4.366 1.798
H -2.005 -4.713 1.263
H 0.178 -5.692 2.066
H -2.861 -1.873 0.660
H -2.989 -2.982 -0.716
H 2.610 -1.307 1.665
H 3.471 -2.495 0.730
H 2.717 0.285 -0.309
C -3.397 -0.258 -1.785
C -1.379 -1.954 -2.764
H 4.070 -0.672 -0.266
C 2.372 -2.664 -2.130
C 3.676 -0.720 -2.711
H -0.298 1.823 -0.971
H 3.010 -3.001 -2.953
H 2.456 -3.415 -1.332
H 1.339 -2.720 -2.494
H 4.143 -1.460 -3.367
H 3.199 0.012 -3.362
H 4.481 -0.182 -2.199
H -2.296 -2.491 -3.062
H -1.068 -1.276 -3.578
H -0.568 -2.668 -2.544
H -4.060 -1.085 -2.073
H -3.822 0.298 -0.938
H -3.233 0.414 -2.640
H 0.416 1.766 -1.376
C -1.676 1.670 2.419
Si 0.117 1.875 2.961
C 0.877 3.424 2.196
C 0.088 2.200 4.815
C 1.091 0.374 2.455
H -2.256 2.566 2.694
H -2.130 0.798 2.912
H -1.812 1.533 1.337
H 0.357 4.332 2.540
H 1.939 3.515 2.470
H 0.821 3.416 1.098
H -0.436 1.394 5.346
H 1.108 2.247 5.221
H -0.425 3.147 5.042
H 0.797 -0.538 3.019
H 2.168 0.485 2.692

Results of the natural (NBO) charge analysis, in e, for atoms 1 through 6: number 1, C, carries -0.2480; number 2, C, carries -0.1748; number 3, C, carries -0.0920; number 4, C, carries -0.5539; number 5, C, carries -0.0714; number 6, C, carries -0.2145



3.
Below is a 7-piece molecular cluster, C17H34F3IN12O9 overall in a non-equilibrium geometry, with properties calculated with ωB97M-V/def2-TZVPD.

Its HOMO energy is -0.322 Ha. The spin multiplicity is 1. The orbital gap is 7.32 eV. The LUMO energy is -1.434 eV. As for the SMILES: C[C@H](I)CC1=C(CCC(F)=C(F)F)C(=O)OC1=O.NC(N)=O.NC(N)=O.NC(N)=O.NC(N)=O.NC(N)=O.NC(N)=O. The max |F| comes out at 3.92 eV Å⁻¹. Its charge is 0.

Element x y z (Å)
C -2.138 0.999 -5.099
C -1.207 0.249 -4.110
I -2.497 -1.079 -2.942
C -0.466 1.195 -3.118
C 0.156 0.376 -1.998
C 0.093 0.592 -0.677
C -0.586 1.739 0.037
C -1.329 1.335 1.344
C -0.536 1.570 2.611
F -1.120 2.399 3.556
C 0.692 1.040 2.951
F 1.780 1.791 2.847
F 0.896 -0.148 3.432
C 0.888 -0.561 -0.098
O 0.835 -1.131 0.923
O 1.789 -0.973 -1.091
C 0.998 -0.893 -2.233
O 1.023 -1.634 -3.126
H -2.293 0.372 -5.997
H -1.743 1.965 -5.445
H -3.134 1.086 -4.640
H -0.464 -0.325 -4.679
H 0.346 1.678 -3.702
H -1.098 2.011 -2.732
H 0.172 2.514 0.239
H -1.340 2.184 -0.636
H -1.716 0.299 1.319
H -2.228 1.975 1.411
N -1.197 1.536 7.371
C -1.932 2.673 7.577
N -2.277 3.344 6.442
O -2.250 3.050 8.689
H -0.923 1.205 6.464
H -0.922 1.016 8.184
H -2.817 4.183 6.553
H -2.022 3.044 5.519
N -3.904 5.133 -2.096
C -2.770 4.593 -2.619
N -1.778 5.486 -2.893
O -2.650 3.394 -2.827
H -4.025 6.112 -1.918
H -4.656 4.502 -1.883
H -0.927 5.122 -3.282
H -1.856 6.473 -2.731
N 1.851 -3.988 -4.393
C 1.936 -5.106 -5.172
N 2.557 -6.171 -4.583
O 1.493 -5.151 -6.305
H 2.209 -3.931 -3.459
H 1.402 -3.185 -4.792
H 2.637 -7.011 -5.126
H 2.929 -6.155 -3.652
N 3.860 -0.876 -3.936
C 4.102 -0.056 -5.000
N 5.289 0.620 -4.950
O 3.318 0.065 -5.923
H 4.490 -0.990 -3.164
H 2.996 -1.390 -3.942
H 5.499 1.232 -5.717
H 5.948 0.534 -4.200
N 3.350 -4.074 1.788
C 4.318 -3.865 0.849
N 4.159 -2.729 0.111
O 5.249 -4.632 0.682
H 2.576 -3.453 1.938
H 3.430 -4.900 2.352
H 4.850 -2.539 -0.591
H 3.398 -2.087 0.233
N -3.966 -1.681 6.615
C -4.414 -1.843 7.897
N -3.949 -0.920 8.786
O -5.170 -2.742 8.217
H -3.344 -0.948 6.332
H -4.287 -2.341 5.931
H -4.256 -1.004 9.738
H -3.326 -0.172 8.539

Results of the Mulliken charge analysis, in e, for atoms 1 through 6: number 1, C, carries -1.1713; number 2, C, carries -0.3267; number 3, I, carries -0.0310; number 4, C, carries -0.0755; number 5, C, carries -0.1141; number 6, C, carries 0.6077



4.
Below is C17H34HgO2P2 as an isolated structure in a non-equilibrium geometry, with properties calculated with ωB97M-V/def2-TZVPD.

Its HOMO energy (alpha / beta) is -0.253 / -0.236 Ha. The spin multiplicity is 1. The orbital gap (alpha / beta) is 7.09 / 6.14 eV. The LUMO energy (alpha / beta) is 0.211 / -0.273 eV. The max |F| comes out at 4.38 eV Å⁻¹. Its charge is 0.

Element x y z (Å)
P -0.607 0.105 2.572
P -1.545 -2.165 -1.158
C -0.806 0.310 0.668
C -1.840 -0.353 -0.342
H 0.247 0.502 0.108
H -1.033 1.410 0.731
H -2.789 -0.733 0.161
H -2.141 0.454 -1.108
C -0.037 -2.077 -2.200
H -0.138 -2.879 -2.949
H 0.889 -2.375 -1.635
H 0.102 -1.096 -2.674
C -2.920 -2.148 -2.337
H -2.688 -1.729 -3.334
H -3.786 -1.656 -1.861
H -3.159 -3.226 -2.408
C 1.059 0.724 3.040
H 1.042 0.292 4.045
H 1.239 1.812 3.103
H 1.899 0.249 2.504
C -1.521 1.601 3.143
H -2.475 1.691 2.609
H -0.897 2.517 2.999
H -1.733 1.382 4.202
Hg 1.591 -0.861 -0.068
C 0.202 1.662 -1.911
C 1.404 0.963 -2.026
C 2.790 1.508 -1.921
C 2.876 2.641 -0.845
C 1.978 2.258 0.314
C 0.786 2.887 0.560
C -0.063 3.725 -0.351
C 0.027 3.198 -1.820
C -0.287 -1.922 2.386
H -0.788 1.268 -2.213
H 1.399 -0.032 -2.447
H 3.199 1.831 -2.904
H 3.528 0.711 -1.683
H 3.961 2.864 -0.625
H 2.556 3.606 -1.307
H 2.444 1.739 1.159
H 0.463 2.941 1.597
H 0.232 4.795 -0.274
H -1.102 3.825 0.061
H -0.870 3.575 -2.376
H 0.817 3.763 -2.366
H -0.844 -2.761 1.940
H -1.122 -1.438 3.061
H 0.363 -2.514 3.087
C -1.142 -5.049 0.666
O 0.430 -5.005 0.527
C 0.936 -3.844 0.141
O 2.036 -3.789 -0.329
H -1.487 -6.049 0.387
H -1.508 -4.258 -0.034
H -1.169 -4.849 1.735

Results of the natural (NBO) charge analysis, in e, for atoms 1 through 6: number 1, P, carries 1.2230; number 2, P, carries 0.7961; number 3, C, carries -0.8341; number 4, C, carries -0.6726; number 5, H, carries 0.2752; number 6, H, carries 0.2249



Results for energy: -1697.8578, -2031.2447, -2599.8011, -1654.2883 (in Ha, following the order of the records).